# C39H49BN6OS4Ti

A molecular structure, C39H49BN6OS4Ti in a non-equilibrium geometry (ωB97M-V/def2-TZVPD, the OMol25 dataset).

Computed properties:
total charge = +4
energy above the lowest of the compared OMol25 structures with the same formula, charge and spin = 0.000 eV
lowest unoccupied orbital energy (alpha / beta) = -14.2 / -14.2 eV

XYZ file:
```
101
C39H49BN6OS4Ti (ωB97M-V/def2-TZVPD)
Ti 10.6736 10.2268 14.6470
C 15.5803 12.2113 13.8537
C 14.3195 12.6915 13.1293
C 14.3364 13.5630 12.0654
C 13.1470 13.9682 11.3497
N 11.9395 13.5128 11.6268
N 11.9116 12.6004 12.7091
B 10.5172 12.0303 12.9186
N 9.5771 12.8823 13.7502
N 9.9150 14.2390 13.7871
C 8.9362 15.0604 14.0768
C 7.6656 14.6099 14.5530
C 7.3793 13.2694 14.7225
C 6.0535 12.7628 15.2729
C 8.4466 12.4113 14.3555
S 8.3394 10.6966 14.8336
C 9.2664 16.5358 14.0530
C 8.1602 17.2671 13.2737
C 9.2463 17.0452 15.4881
C 10.6636 16.7592 13.4354
N 9.9538 11.0143 11.9520
N 9.1641 11.7489 11.0770
C 8.8710 11.1465 9.9203
C 9.1556 9.7673 9.6547
C 9.7910 8.9818 10.5928
C 10.0165 7.5002 10.4485
C 10.2497 9.6802 11.7620
S 11.1150 8.6930 12.9118
C 8.2064 12.0751 8.9344
C 7.1182 12.8977 9.6808
C 7.5189 11.2924 7.7953
C 9.2320 13.0578 8.3098
C 12.9749 12.3022 13.4785
S 12.6673 11.4498 14.9799
C 13.3187 15.0987 10.3469
C 11.9567 15.4529 9.7329
C 14.3074 14.6565 9.2324
C 13.9557 16.3261 11.0011
H 16.4785 12.5057 13.2560
H 15.5696 11.1201 13.9928
H 15.6542 12.6908 14.8300
H 15.2807 13.9362 11.7205
H 6.9158 15.3413 14.8352
H 5.2799 13.5117 15.2139
H 6.1498 12.4121 16.3187
H 5.7062 11.8992 14.6828
H 7.1820 17.0982 13.7360
H 8.0920 16.9321 12.2116
H 8.3122 18.3666 13.2621
H 8.2582 16.8314 15.9216
H 9.5117 18.0963 15.5794
H 9.9594 16.4662 16.0979
H 10.7057 16.4259 12.3931
H 11.4154 16.1892 14.0000
H 10.9043 17.8331 13.4742
H 8.8190 9.2825 8.7296
H 9.5895 7.0924 9.5081
H 9.5685 6.9076 11.2577
H 11.0999 7.2742 10.4037
H 6.3704 12.2181 10.1438
H 6.6297 13.6141 9.0145
H 7.6128 13.4150 10.5079
H 6.8025 10.5372 8.1671
H 8.2774 10.7376 7.2032
H 6.9807 11.9376 7.0925
H 9.7172 13.5958 9.1124
H 8.7559 13.7503 7.5961
H 9.9863 12.5078 7.7658
H 11.5571 14.6216 9.1419
H 12.0384 16.3024 9.0616
H 11.2088 15.7062 10.5134
H 13.9197 13.7447 8.7313
H 15.2652 14.3679 9.6690
H 14.4872 15.4418 8.4971
H 13.4716 16.5340 11.9534
H 13.8379 17.2087 10.3632
H 15.0215 16.1885 11.1708
O 10.8201 9.4620 16.3323
S 11.3728 8.9267 17.7782
C 11.7808 10.5332 18.5562
C 11.2616 11.7547 18.1519
C 11.8241 12.9382 18.6129
C 12.8079 12.9228 19.6060
C 13.2155 11.7049 20.1050
C 12.7373 10.5155 19.5850
C 9.8884 8.5386 18.7522
C 8.8987 9.4744 19.0537
C 7.9074 9.1606 19.9927
C 7.9009 7.9426 20.6273
C 8.8431 6.9998 20.3236
C 9.8558 7.2826 19.4030
H 10.4437 11.7679 17.4081
H 11.4564 13.8774 18.1786
H 13.1591 13.8675 20.0540
H 13.9849 11.6720 20.8706
H 13.0526 9.5545 20.0145
H 8.9122 10.4737 18.6294
H 7.1655 9.9082 20.2891
H 7.1219 7.6959 21.3630
H 8.8801 6.0362 20.8216
H 10.6666 6.5501 19.2959
```


# C39H49BN6S3TeV

A molecular structure, C39H49BN6S3TeV (ωB97M-V/def2-TZVPD, the OMol25 dataset).

Computed properties:
total charge = +3
expectation value of S² = 2.050
multiplicity = 3
lowest unoccupied orbital energy (alpha / beta) = -9.2 / -11.0 eV

XYZ file:
```
100
C39H49BN6S3TeV (ωB97M-V/def2-TZVPD)
V 1.5393 1.7357 0.3650
C 1.1343 -0.8055 4.9002
C 0.5900 -1.2159 3.5689
C 0.0655 -2.4559 3.3157
C -0.4312 -2.8024 2.0366
N -0.4216 -1.9252 1.0583
N 0.0614 -0.7130 1.3165
B -0.1303 0.3471 0.2180
N -0.1155 -0.2674 -1.1994
N -1.2856 -0.5972 -1.7198
C -1.3067 -1.1498 -2.9181
C -0.1017 -1.3885 -3.6097
C 1.1128 -1.0400 -3.0691
C 2.4150 -1.2567 -3.7725
C 1.0592 -0.4329 -1.8049
S 2.4897 0.1148 -0.9403
C -2.6840 -1.4837 -3.4695
C -2.5955 -2.1234 -4.8544
C -3.4914 -0.1794 -3.5545
C -3.3703 -2.4550 -2.4987
N -1.4491 1.1128 0.4639
N -2.4475 0.4076 0.9698
C -3.6215 0.9912 1.1043
C -3.8014 2.3263 0.6856
C -2.7575 3.0624 0.1777
C -2.8880 4.4887 -0.2520
C -1.5264 2.3903 0.1011
S -0.0403 3.1583 -0.4193
C -4.7110 0.1367 1.7341
C -4.2525 -0.2458 3.1501
C -6.0395 0.8872 1.8114
C -4.8836 -1.1335 0.8898
C 0.5781 -0.3251 2.4772
S 1.1979 1.3190 2.5733
C -1.0047 -4.1772 1.7618
C -1.4777 -4.2925 0.3144
C 0.0830 -5.2267 2.0381
C -2.1971 -4.3925 2.7081
H 1.1196 -1.6395 5.5974
H 0.5409 0.0078 5.3222
H 2.1601 -0.4465 4.8081
H 0.0395 -3.1935 4.1076
H -0.1333 -1.8474 -4.5882
H 2.2762 -1.8656 -4.6623
H 3.1343 -1.7517 -3.1190
H 2.8461 -0.2999 -4.0746
H -2.1675 -1.4450 -5.5953
H -3.5996 -2.3770 -5.1917
H -2.0181 -3.0501 -4.8429
H -3.0414 0.5222 -4.2595
H -3.5639 0.2997 -2.5765
H -4.5001 -0.4023 -3.9017
H -2.8374 -3.4065 -2.4497
H -4.3840 -2.6552 -2.8457
H -3.4249 -2.0305 -1.4964
H -4.7753 2.7864 0.7807
H -3.9165 4.8281 -0.1597
H -2.5727 4.6111 -1.2894
H -2.2543 5.1328 0.3604
H -4.1480 0.6353 3.7863
H -3.2986 -0.7760 3.1223
H -4.9950 -0.9008 3.6058
H -5.9730 1.7794 2.4373
H -6.7895 0.2364 2.2591
H -6.4079 1.1716 0.8235
H -3.9404 -1.6757 0.8024
H -5.2465 -0.8963 -0.1124
H -5.6152 -1.7868 1.3655
H -0.6465 -4.1953 -0.3867
H -2.2188 -3.5297 0.0740
H -1.9324 -5.2718 0.1679
H 0.9623 -5.0608 1.4130
H -0.3085 -6.2180 1.8112
H 0.3956 -5.2323 3.0834
H -2.9775 -3.6482 2.5343
H -1.9066 -4.3520 3.7590
H -2.6249 -5.3783 2.5275
Te 4.9531 2.1863 1.1969
C 4.8137 4.1616 0.6677
C 5.3223 4.7133 -0.5171
C 5.2216 6.0742 -0.7144
C 4.6259 6.8842 0.2553
C 4.1197 6.3366 1.4327
C 4.2025 4.9761 1.6431
C 6.1485 1.3440 -0.2725
C 7.2337 0.6006 0.1929
C 8.1084 0.0453 -0.7284
C 7.8875 0.2200 -2.0876
C 6.7863 0.9411 -2.5411
C 5.9061 1.5085 -1.6368
H 5.8210 4.0954 -1.2500
H 5.6220 6.5181 -1.6155
H 4.5677 7.9525 0.0943
H 3.6768 6.9752 2.1844
H 3.8231 4.5500 2.5658
H 7.4124 0.4642 1.2528
H 8.9631 -0.5191 -0.3817
H 8.5755 -0.2120 -2.8018
H 6.6187 1.0615 -3.6029
H 5.0393 2.0514 -1.9913
```


Looking at electronic energy for the records above, in order, we have -4384.96712; -4274.64708 Ha.